Entry from the Open Molecules 2025 dataset: C5H6O in the gas phase in a non-equilibrium geometry (ωB97M-V/def2-TZVPD).

```
12
Properties=species:S:1:pos:R:3
O 2.340 -0.212 -1.593
C -0.086 0.073 -0.494
C 1.786 -0.223 -0.552
C 2.220 -0.400 0.837
C -1.310 0.262 -0.408
C -2.712 0.402 -0.444
H -3.068 0.343 -1.500
H -3.222 -0.389 0.162
H 2.516 0.518 1.482
H 3.123 -0.903 1.096
H 1.425 -0.835 1.428
H -3.011 1.365 -0.013
```

Calculated total energy ... -269.225595 Ha
LUMO level ... 0.68 eV
ΔE to the lowest compared entry with this formula, charge and spin ... 316.8 kJ/mol
SMILES string ... CC#CC(C)=O

Results of the Mulliken charge analysis, in e, for atoms 1 through 2:
1 O -0.4009
2 C -0.3815